{"formula": "C5H9NO", "method": "wB97M-V/def2-TZVPD", "symbols": ["C", "C", "C", "C", "N", "C", "O", "H", "H", "H", "H", "H", "H", "H", "H", "H"], "xyz": [[-0.193312, -1.423414, -0.739845], [-0.084215, -0.147134, 0.086235], [-0.604588, -0.322263, 1.514756], [1.266982, 0.606854, -0.100323], [0.525516, 1.627865, -0.835692], [-0.704338, 1.060704, -0.648826], [-1.826872, 1.387994, -0.948523], [-1.235395, -1.750252, -0.801692], [0.389676, -2.232567, -0.286615], [0.170475, -1.269573, -1.761600], [-0.580839, -1.371968, 1.824682], [-1.642218, 0.021537, 1.576401], [-0.018572, 0.253554, 2.237557], [1.714011, 0.968720, 0.832238], [2.021887, 0.083649, -0.699083], [0.801802, 2.506295, -1.249671]], "atomic_forces_ev_per_a": [[-0.032, -0.064, -0.073], [-0.040, -0.137, 0.037], [-0.021, 0.006, 0.054], [0.215, -0.103, 0.100], [-0.119, 0.207, -0.100], [-0.262, 0.067, -0.094], [0.459, -0.072, 0.103], [0.086, 0.053, 0.032], [-0.053, 0.119, -0.020], [-0.048, 0.006, 0.123], [0.050, 0.135, -0.043], [0.099, -0.109, -0.021], [-0.093, -0.016, -0.112], [-0.056, -0.054, -0.136], [-0.142, 0.061, 0.098], [-0.042, -0.099, 0.052]], "e_tot_ev": -8868.43220, "de_lowest_kcal_mol": 18.0}